Record 1
Here is 3 unconnected molecules or ions with the total composition CH2N4O2 from the Open Molecules 2025 dataset. Energies are from the ωB97M-V functional and the def2-TZVPD basis.

Each line ends with the Löwdin charge.
CARTESIAN COORDINATES (ANGSTROEM)
C: -2.33 1.03 -0.64  -0.47
N: 1.80 -2.13 0.41  -0.03
N: 0.64 1.09 0.15  -0.01
N: 1.92 -1.05 0.72  -0.01
N: 0.13 0.05 0.27  0.02
O: -2.94 0.07 -0.72  0.23
O: -1.81 2.04 -0.47  0.17
H: 2.50 -2.91 0.56  0.08
H: 0.09 1.80 -0.29  0.02

Computed properties:
- Relative energy (zero: lowest compared OMol25 entry of this formula, charge and spin): 59.33 kcal/mol
- E_LUMO (alpha / beta): 0.541 / 0.674 eV
- Gap between HOMO and LUMO (alpha / beta): 0.2984 / 0.3137 Eh



Record 2
Here is 2 unconnected molecules or ions with the total composition C3H12N2O from the Open Molecules 2025 dataset. Energies are from the ωB97M-V functional and the def2-TZVPD basis.

Each line ends with the Löwdin charge.
CARTESIAN COORDINATES (ANGSTROEM)
C: 1.40 0.67 0.08  -0.30
C: -0.10 0.69 0.36  -0.22
C: -0.51 1.84 1.26  -0.31
N: -1.97 1.87 1.39  -0.02
N: 1.71 -0.28 -0.98  -0.02
H: 1.87 0.32 1.00  0.10
H: 1.73 1.69 -0.16  0.11
H: -0.45 -0.23 0.81  0.11
H: -0.63 0.86 -0.59  0.11
H: -0.05 1.76 2.23  0.11
H: -0.16 2.75 0.77  0.10
H: -2.35 2.22 0.53  0.06
H: -2.21 2.55 2.10  0.06
H: 2.55 -0.04 -1.50  0.06
H: 1.01 -0.61 -1.62  0.06
H: 0.13 -4.77 -1.32  0.03
H: -1.07 -3.76 -1.21  0.04
O: -0.38 -4.11 -1.80  -0.07

Computed properties:
- Structure (SMILES): NCCCN.O
- Relative energy (zero: lowest compared OMol25 entry of this formula, charge and spin): 9.63 kcal/mol
- E_LUMO: 0.998 eV
- Gap between HOMO and LUMO: 0.3598 Eh



Record 3
Here is a molecular structure, C30H20BiBrF6N4O5S2 from the Open Molecules 2025 dataset. Energies are from the ωB97M-V functional and the def2-TZVPD basis.

Each line ends with the Löwdin charge.
CARTESIAN COORDINATES (ANGSTROEM)
Bi: 0.02 0.38 0.48  1.93
Br: -4.34 -4.89 3.88  0.72
C: -3.29 -3.39 3.39  -0.69
C: -3.63 -2.11 3.88  -0.10
C: -2.87 -1.03 3.55  0.00
C: -1.74 -1.13 2.69  -0.37
O: -1.04 -0.07 2.46  -0.24
C: -1.42 -2.43 2.19  -0.14
C: -0.35 -2.75 1.31  -0.06
N: 0.47 -1.96 0.69  -0.03
C: 1.46 -2.50 -0.18  -0.19
C: 1.68 -3.83 -0.41  0.00
C: 2.71 -4.28 -1.26  -0.05
C: 3.54 -3.39 -1.88  -0.03
C: 3.35 -2.01 -1.68  -0.14
C: 4.19 -1.03 -2.26  0.01
C: 3.98 0.29 -2.01  -0.02
C: 2.90 0.65 -1.19  -0.11
N: 2.09 -0.23 -0.66  -0.01
C: 2.30 -1.56 -0.85  -0.15
C: -2.22 -3.54 2.57  -0.09
H: -4.50 -2.00 4.52  0.11
H: -3.12 -0.04 3.91  0.12
H: -0.24 -3.82 1.15  0.12
H: 1.06 -4.58 0.07  0.11
H: 2.84 -5.34 -1.40  0.11
H: 4.34 -3.73 -2.52  0.12
H: 5.00 -1.36 -2.91  0.12
H: 4.61 1.06 -2.43  0.11
H: 2.71 1.69 -0.97  0.11
H: -1.97 -4.52 2.19  0.11
N: 0.24 2.72 -0.62  -0.02
C: 0.57 3.88 0.18  -0.24
C: 0.03 5.10 -0.21  -0.03
C: 0.20 6.24 0.54  -0.08
C: 0.92 6.16 1.72  -0.08
C: 1.47 4.95 2.10  -0.04
C: 1.35 3.78 1.34  -0.11
C: 2.05 2.56 1.87  -0.19
C: 3.27 2.80 2.53  -0.06
C: 3.94 1.82 3.24  -0.08
C: 3.40 0.54 3.31  -0.08
C: 2.25 0.26 2.61  -0.14
C: 1.58 1.23 1.86  -0.27
H: -0.71 2.81 -0.98  0.07
H: 0.82 2.56 -1.43  0.06
H: -0.55 5.13 -1.13  0.12
H: -0.24 7.18 0.22  0.11
H: 1.05 7.03 2.36  0.11
H: 1.99 4.90 3.05  0.11
H: 3.71 3.79 2.48  0.11
H: 4.87 2.06 3.74  0.10
H: 3.89 -0.23 3.90  0.10
H: 1.86 -0.75 2.63  0.09
F: -5.23 0.40 -0.20  0.15
C: -4.23 1.00 -0.84  -0.69
F: -3.58 1.80 0.03  0.12
F: -4.71 1.75 -1.82  0.15
S: -3.07 -0.28 -1.48  0.58
O: -2.66 -1.00 -0.30  -0.32
O: -3.75 -0.98 -2.52  -0.25
N: -1.95 0.75 -1.99  -0.36
S: -0.81 0.15 -2.92  0.54
O: 0.30 1.07 -2.95  -0.32
O: -0.51 -1.24 -2.66  -0.29
C: -1.49 0.22 -4.67  -0.67
F: -2.58 0.99 -4.72  0.14
F: -0.57 0.75 -5.47  0.13
F: -1.79 -0.99 -5.11  0.15

Computed properties:
- E_LUMO: -1.105 eV
- Gap between HOMO and LUMO: 0.2483 Eh



Record 4
Here is a molecular structure, C2H10O5 from the Open Molecules 2025 dataset. Energies are from the ωB97M-V functional and the def2-TZVPD basis.

Each line ends with the Löwdin charge.
CARTESIAN COORDINATES (ANGSTROEM)
H: -0.53 -1.68 -0.59  0.10
O: -0.19 -2.32 0.50  -0.06
O: -0.72 -0.78 -1.37  -0.04
H: 0.18 -1.42 0.92  0.11
H: 0.57 -3.04 0.54  0.16
C: -0.24 0.40 -0.89  -0.59
O: 0.32 0.44 0.17  0.01
C: -0.36 1.43 -2.02  0.01
H: -0.73 2.33 -1.61  0.05
H: 0.81 1.64 -2.45  0.17
H: -1.15 1.13 -2.67  0.06
O: 2.04 -1.08 1.25  -0.07
H: 1.87 -0.33 1.74  0.00
H: 2.29 -0.97 0.25  0.13
O: -1.22 2.12 1.76  0.04
H: -1.24 2.29 0.90  -0.06
H: -0.38 2.09 2.09  -0.01

Computed properties:
- Relative energy (zero: lowest compared OMol25 entry of this formula, charge and spin): 62.58 kcal/mol
- E_LUMO: 0.283 eV
- Gap between HOMO and LUMO: 0.3905 Eh



Record 5
Here is a single C6H7N molecule from the Open Molecules 2025 dataset. Energies are from the ωB97M-V functional and the def2-TZVPD basis.

Each line ends with the Löwdin charge.
CARTESIAN COORDINATES (ANGSTROEM)
C: -3.23 0.05 -0.12  -0.29
C: -0.87 0.17 1.66  0.27
C: -1.97 0.31 -0.20  0.10
C: -0.59 0.12 0.23  -0.80
C: 0.06 -1.09 -0.39  -0.06
C: 0.29 1.26 -0.09  -0.06
N: -4.34 -0.28 -0.19  0.18
H: -1.54 0.97 1.92  0.04
H: -0.17 -1.01 -1.51  0.12
H: -0.46 -2.06 -0.14  0.10
H: 1.15 -1.23 -0.16  0.10
H: 1.34 0.96 -0.13  0.09
H: 0.15 1.96 0.79  0.11
H: 0.07 1.65 -1.07  0.10

Computed properties:
- Relative energy (zero: lowest compared OMol25 entry of this formula, charge and spin): 194.51 kcal/mol
- E_LUMO (alpha / beta): -1.846 / -1.570 eV
- Gap between HOMO and LUMO (alpha / beta): 0.2698 / 0.2644 Eh



Record 6
Here is a molecular structure, C11H24F5KN3O2TaTe from the Open Molecules 2025 dataset. Energies are from the ωB97M-V functional and the def2-TZVPD basis.

Each line ends with the Löwdin charge.
CARTESIAN COORDINATES (ANGSTROEM)
N: -0.78 1.36 -1.08  -0.07
C: -1.17 2.45 -1.45  -0.40
O: -1.46 3.55 -1.82  0.19
K: 2.33 2.15 -1.86  0.83
Ta: 0.02 -0.10 0.09  1.65
N: 1.39 0.94 1.12  -0.26
N: 1.03 -1.30 -1.10  -0.25
C: 1.05 2.01 2.10  -0.64
C: 0.90 -1.83 -2.47  -0.65
C: 1.56 3.33 1.52  -0.03
C: 1.69 1.72 3.47  -0.03
C: -0.47 2.10 2.32  -0.06
C: 2.28 -2.35 -2.95  -0.03
C: -0.10 -3.01 -2.49  -0.02
C: 0.42 -0.74 -3.42  -0.05
H: 2.64 3.28 1.27  0.08
H: 1.44 4.13 2.26  0.11
H: 0.99 3.62 0.62  0.08
H: 1.38 0.73 3.84  0.11
H: 1.35 2.48 4.19  0.11
H: 2.79 1.78 3.44  0.09
H: -1.04 2.30 1.40  0.05
H: -0.66 2.95 2.99  0.12
H: -0.86 1.20 2.82  0.08
H: 3.04 -1.55 -2.88  0.09
H: 2.20 -2.65 -4.00  0.11
H: 2.60 -3.23 -2.37  0.10
H: 0.23 -3.81 -1.82  0.08
H: -0.15 -3.42 -3.51  0.11
H: -1.10 -2.67 -2.19  0.09
H: -0.53 -0.28 -3.11  0.07
H: 0.27 -1.18 -4.42  0.11
H: 1.18 0.05 -3.57  0.06
C: 1.63 -2.26 -0.13  -0.13
H: 1.41 -1.96 0.91  0.07
H: 1.23 -3.28 -0.27  0.10
H: 2.72 -2.33 -0.25  0.10
C: 2.83 0.57 1.10  -0.14
H: 3.11 -0.02 1.99  0.11
H: 3.10 -0.03 0.20  0.06
H: 3.49 1.47 1.10  0.09
F: -3.62 1.34 1.14  -0.35
Te: -3.63 -0.63 0.93  2.14
F: -4.18 -0.91 2.81  -0.31
F: -5.47 -0.42 0.57  -0.32
F: -3.89 -2.52 0.45  -0.33
F: -3.33 -0.30 -1.00  -0.38
O: -0.95 -1.01 1.29  -0.53

Computed properties:
- Total charge: +2
- E_LUMO (alpha / beta): -12.095 / -12.092 eV
- Gap between HOMO and LUMO (alpha / beta): 0.1432 / 0.1433 Eh